C42H42F14O42 | the ωB97M-V functional and the def2-TZVPD basis

The calculated total energy is -168277.1500 eV. The HOMO energy is -0.4153 hartree. Its multiplicity is 1. For the energy above the lowest of the compared OMol25 structures with the same formula, charge and spin, the calculation gives 1.040 eV.

Cartesian coordinates (Å):
C1 2.73444 -1.24285 -4.17210
C2 4.08151 -0.77981 -4.75613
O1 5.00344 -1.16298 -3.77494
C3 4.38995 -1.48952 -2.62150
O2 4.88194 -1.73643 -1.56970
O3 3.05862 -1.39157 -2.79976
F1 4.11227 0.57592 -4.88986
H1 2.55361 -2.22873 -4.60917
H2 1.89367 -0.56595 -4.28186
H3 4.25274 -1.27983 -5.70876
C4 -2.42094 -5.10352 2.25436
C5 -1.85454 -3.90209 1.53167
O4 -0.93607 -4.41194 0.64506
C6 -0.65871 -5.72030 0.92805
O5 0.18260 -6.37802 0.41589
O6 -1.49341 -6.12724 1.89212
F2 -1.18340 -3.07407 2.42025
H4 -3.36167 -5.43428 1.80821
H5 -2.63076 -4.88822 3.29979
H6 -2.55216 -3.28570 0.96872
C7 3.65377 4.31779 2.29430
C8 3.24830 3.27107 1.24774
O7 4.47881 2.78901 0.82050
C9 5.43646 3.69943 1.05341
O8 6.58619 3.56182 0.80094
O9 4.87193 4.73790 1.69879
F3 2.62719 3.93269 0.21849
H7 3.79777 3.75236 3.22265
H8 2.99446 5.15407 2.48344
H9 2.59504 2.56768 1.76162
C10 2.69481 4.14092 -3.02169
C11 1.52457 3.21898 -3.38575
O10 1.68052 2.24475 -2.40703
C12 3.00929 2.10659 -2.12674
O11 3.46758 1.17282 -1.54882
O12 3.65566 3.17694 -2.58667
F4 1.71591 2.69967 -4.63655
H10 2.46384 4.83818 -2.21563
H11 3.04463 4.77202 -3.83575
H12 0.54671 3.69282 -3.34895
C13 0.16910 5.66948 4.15401
C14 -1.01039 4.97406 4.85785
O13 -1.11684 3.74459 4.20149
C15 0.06414 3.46744 3.66123
O14 0.30388 2.39596 3.17954
O15 0.91769 4.52969 3.69656
F5 -2.12426 5.73002 4.54993
H13 0.71177 6.35179 4.80720
H14 -0.07058 6.25663 3.26710
H15 -1.04184 4.88366 5.94669
C16 1.40249 -4.38398 3.81266
C17 2.11776 -3.48706 2.86411
O16 1.37240 -2.28844 2.92809
C18 0.72526 -2.24813 4.11275
O17 0.26071 -1.24417 4.54055
O18 0.85197 -3.45080 4.74754
F6 2.06770 -3.97575 1.58689
H16 2.13963 -5.06532 4.23339
H17 0.54838 -4.90593 3.38240
H18 3.18471 -3.37276 3.07223
C19 -2.65721 0.20160 3.71009
C20 -2.84464 1.37180 2.71955
O19 -4.13896 1.82852 2.95730
C21 -4.69095 1.25209 4.03123
O20 -5.69796 1.54834 4.57575
O21 -3.92734 0.16839 4.36958
F7 -2.87794 0.72246 1.49225
H19 -1.96780 0.50463 4.50134
H20 -2.38122 -0.74288 3.25719
H21 -2.01445 2.07133 2.70729
C22 -5.68194 -1.52810 1.34616
C23 -5.57411 -0.96729 -0.08497
O22 -6.02214 0.31280 0.01901
C24 -6.84917 0.40693 1.11265
O23 -7.54739 1.31716 1.37554
O24 -6.72899 -0.72727 1.84588
F8 -6.49048 -1.80366 -0.77798
H22 -4.78580 -1.55304 1.97265
H23 -5.91062 -2.58507 1.21913
H24 -4.69193 -1.10582 -0.70397
C25 5.76273 -0.09155 1.15827
C26 4.79720 -0.48457 2.25352
O25 4.87171 -1.92054 2.22372
C27 5.99862 -2.28215 1.52831
O26 6.37499 -3.39761 1.40389
O27 6.55025 -1.22956 0.90075
F9 3.51388 -0.16685 2.01045
H25 6.26034 0.86158 1.31910
H26 5.06718 0.10875 0.33074
H27 5.22218 -0.21787 3.22443
C28 -0.57334 -6.22765 -3.37290
C29 0.90093 -6.67962 -3.47048
O28 1.53829 -5.68601 -2.72286
C30 0.68877 -4.69427 -2.30355
O29 0.97836 -3.74739 -1.66293
O30 -0.48766 -4.91359 -2.89391
F10 1.32634 -6.55886 -4.75786
H28 -1.23051 -6.83268 -2.74213
H29 -1.09233 -6.34868 -4.32495
H30 1.06076 -7.67497 -3.06485
C31 -0.83126 4.74196 -0.70803
C32 -1.63102 5.63311 0.23748
O31 -0.92383 6.84829 0.16241
C33 0.31328 6.65562 -0.37232
O32 1.06197 7.57339 -0.53013
O33 0.37711 5.45757 -0.92099
F11 -1.61529 5.21922 1.54922
H31 -1.27417 4.51672 -1.67473
H32 -0.54046 3.87016 -0.11292
H33 -2.66244 5.84737 -0.04253
C34 -2.81763 -2.87625 -3.25056
C35 -2.50119 -2.95930 -4.74398
O34 -3.58077 -2.24201 -5.34443
C36 -4.16999 -1.45257 -4.39374
O35 -4.95807 -0.61919 -4.67018
O36 -3.82652 -1.87669 -3.16576
F12 -2.52301 -4.25571 -5.14005
H34 -2.00597 -2.65069 -2.56157
H35 -3.33445 -3.75571 -2.85810
H36 -1.57320 -2.49071 -5.06404
C37 1.21958 -0.80447 -0.20497
C38 0.69131 0.04929 0.92516
O37 -0.61306 -0.49142 1.05170
C39 -0.98973 -1.01961 -0.11527
O38 -2.06103 -1.50645 -0.34253
O39 0.03798 -0.92675 -0.99883
F13 0.67684 1.35415 0.54925
H37 1.47748 -1.83965 0.03927
H38 2.13451 -0.41015 -0.64390
H39 1.27095 -0.13309 1.82485
C40 -2.83572 1.29133 -1.89518
C41 -1.60717 1.33081 -2.75584
O40 -1.69601 2.55457 -3.43205
C42 -2.93689 3.05400 -3.30341
O41 -3.35780 4.09960 -3.71367
O42 -3.67851 2.29272 -2.50837
F14 -1.63202 0.33467 -3.70534
H40 -2.71058 1.64201 -0.86787
H41 -3.37307 0.34791 -1.85045
H42 -0.66811 1.28579 -2.20082

Löwdin population analysis, charges in e, atoms 1 to 4: -0.036 -0.289 0.155 -0.546

C42H42N4O2PS3V | the ωB97M-V functional and the def2-TZVPD basis

The charge is +2. The calculated total energy is -121760.9550 eV. The HOMO energy (spin up / spin down) is -0.4712 / -0.4712 hartree. Its multiplicity is 3.

Cartesian coordinates (Å):
V1 -0.21909 -0.19383 -0.24936
C1 -4.29105 0.87529 -0.89781
C2 -2.80388 0.75739 -0.88766
N1 -2.15992 -0.06378 -0.12323
N2 -2.88780 -0.81824 0.75076
C3 -2.38972 -1.98879 1.21502
N3 -3.19111 -2.73523 1.97487
S1 -0.81702 -2.42657 0.84430
C4 -1.92632 1.61961 -1.66490
C5 -2.36370 2.68015 -2.44512
C6 -1.43446 3.53849 -3.01096
C7 -0.09084 3.30832 -2.77394
C8 0.27285 2.20358 -2.02051
N4 -0.60990 1.36564 -1.47995
H1 -4.76354 -0.10859 -0.88955
H2 -4.63174 1.38666 -1.79230
H3 -4.64640 1.44219 -0.03232
H4 -3.84256 -0.55432 0.94450
H5 -4.16833 -2.52670 2.10437
H6 -2.86230 -3.64039 2.26797
H7 -3.41946 2.84747 -2.59821
H8 -1.75509 4.37382 -3.61817
H9 0.67166 3.96566 -3.16690
H10 1.31636 1.98393 -1.85959
O1 1.30541 -0.33294 1.18845
S2 1.37285 -1.10960 2.50079
C9 0.30243 -0.22161 3.71640
C10 0.91830 0.90362 4.53750
C11 1.27112 2.18424 3.77381
C12 0.08666 3.08810 3.42986
S3 -0.38535 3.12082 1.66126
O2 -0.58604 1.67969 1.27008
C13 1.18267 3.72277 1.00538
C14 2.18385 2.85895 0.59461
C15 3.37495 3.37783 0.10728
C16 3.55409 4.75317 0.03211
C17 2.54175 5.61146 0.43978
C18 1.34741 5.09933 0.92502
C19 2.97203 -0.74889 3.20698
C20 3.75796 0.31495 2.80294
C21 4.96660 0.53210 3.44850
C22 5.37402 -0.31134 4.47299
C23 4.58257 -1.38705 4.85605
C24 3.37383 -1.61200 4.21686
H11 -0.03830 -1.02189 4.37748
H12 -0.53325 0.12019 3.10259
H13 1.82631 0.54004 5.01730
H14 0.21883 1.14100 5.34350
H15 1.81956 1.92383 2.86975
H16 1.96140 2.75891 4.39169
H17 0.28877 4.13363 3.66747
H18 -0.82578 2.79381 3.95308
H19 2.02572 1.79046 0.64795
H20 4.16266 2.70857 -0.21853
H21 4.48012 5.15829 -0.35388
H22 2.67756 6.68290 0.37726
H23 0.54534 5.76220 1.23085
H24 3.43251 0.95400 1.99183
H25 5.58988 1.36599 3.15256
H26 6.31755 -0.13384 4.97158
H27 4.91108 -2.05085 5.64396
H28 2.74483 -2.44992 4.49856
C25 4.47251 0.74897 -5.15318
C26 3.11211 1.00660 -5.04764
C27 2.40408 0.54887 -3.95021
C28 3.04693 -0.17532 -2.94158
C29 4.40469 -0.45090 -3.06448
C30 5.10955 0.01066 -4.16909
P1 2.00086 -0.72440 -1.53930
C31 2.95089 -2.01250 -0.67120
C32 2.42168 -3.29012 -0.49522
C33 3.10566 -4.22617 0.26764
C34 4.32055 -3.89958 0.85257
C35 4.85182 -2.62980 0.67952
C36 4.16364 -1.68473 -0.06492
C37 0.71114 -1.62059 -2.44437
C38 0.88026 -2.45425 -3.54872
C39 -0.24534 -2.98055 -4.15797
C40 -1.51108 -2.66014 -3.67620
C41 -1.66390 -1.82929 -2.57347
C42 -0.54431 -1.30048 -1.93473
H29 5.02973 1.10996 -6.00710
H30 2.60064 1.55452 -5.82880
H31 1.33475 0.71260 -3.89494
H32 4.91637 -1.04784 -2.32285
H33 6.16336 -0.21725 -4.26178
H34 1.48280 -3.55295 -0.96699
H35 2.69505 -5.21997 0.39268
H36 4.85713 -4.63347 1.43927
H37 5.79777 -2.37356 1.14005
H38 4.57060 -0.68646 -0.18399
H39 1.87360 -2.66893 -3.92576
H40 -0.14151 -3.63276 -5.01524
H41 -2.38691 -3.06678 -4.16683
H42 -2.67176 -1.61049 -2.23000

natural (NBO) population analysis, charges in e, atoms 1 to 4: 1.169 -0.697 0.315 -0.301

C42H42N5O3OsSi | the ωB97M-V functional and the def2-TZVPD basis

The charge is +1. The calculated total energy is -68169.4996 eV. The HOMO energy (spin up / spin down) is -0.3731 / -0.3731 hartree. Its multiplicity is 1. For the energy above the lowest of the compared OMol25 structures with the same formula, charge and spin, the calculation gives 0.804 eV.

Cartesian coordinates (Å):
Os1 0.10703 -0.14746 0.08859
C1 -0.39508 3.73968 -2.27195
Si1 0.98332 2.57171 -1.79225
C2 2.64954 3.41875 -1.66564
C3 1.20739 1.29464 -3.13023
N1 0.62227 1.77221 -0.23780
C4 0.82864 2.50982 0.93526
C5 0.98636 3.90097 1.00361
C6 1.28414 4.53252 2.19828
C7 1.43231 3.80471 3.37151
C8 1.21560 2.43629 3.35355
C9 0.87421 1.84409 2.15549
O1 0.56971 0.47947 2.03826
C10 0.27502 -0.27836 3.19758
C11 -0.67992 0.15720 4.09580
C12 -0.98387 -0.66084 5.17248
C13 -0.34263 -1.88346 5.33124
C14 0.61759 -2.28885 4.41578
C15 0.94170 -1.47672 3.33634
H1 -0.35222 3.95224 -3.34371
H2 -0.36486 4.69584 -1.74722
H3 -1.36446 3.27689 -2.06640
H4 2.96506 3.72329 -2.66729
H5 3.38361 2.69763 -1.29334
H6 2.69282 4.29646 -1.02406
H7 1.88123 1.70814 -3.88498
H8 0.28010 1.02589 -3.63486
H9 1.66900 0.38550 -2.74333
H10 0.87054 4.49690 0.11068
H11 1.40544 5.60771 2.20972
H12 1.69088 4.29568 4.29942
H13 1.29418 1.84806 4.25732
H14 -1.18314 1.10388 3.95308
H15 -1.73442 -0.34214 5.88382
H16 -0.59088 -2.51741 6.17214
H17 1.12350 -3.23753 4.53851
H18 1.68986 -1.76638 2.60985
C16 -4.58177 -0.84658 3.08020
C17 -4.05330 -2.13239 3.08196
C18 -2.90525 -2.42113 2.36610
C19 -2.28265 -1.40986 1.64032
C20 -2.79993 -0.12109 1.63988
C21 -3.95406 0.15621 2.35872
N2 -1.06358 -1.67738 0.91388
N3 -0.74754 -2.88337 0.84030
C22 0.47925 -3.04380 0.20576
C23 0.99042 -4.31991 -0.01664
C24 2.20911 -4.43031 -0.65696
C25 2.88391 -3.27906 -1.06879
C26 2.35950 -2.01560 -0.84289
C27 1.14176 -1.87481 -0.18220
H19 -5.48129 -0.63022 3.64163
H20 -4.53767 -2.91673 3.64869
H21 -2.48390 -3.41514 2.37381
H22 -2.31626 0.66940 1.08280
H23 -4.35685 1.16081 2.35164
H24 0.42919 -5.18800 0.30299
H25 2.63681 -5.40534 -0.84759
H26 3.83386 -3.37703 -1.58031
H27 2.89697 -1.13638 -1.17621
N4 -0.91280 -0.29701 -1.36673
C28 -1.64296 -0.36158 -2.39431
C29 -1.25773 -1.25495 -3.52249
C30 -2.22828 -1.61610 -4.45726
C31 -1.92288 -2.51617 -5.46699
C32 -0.65219 -3.06467 -5.55019
C33 0.31183 -2.72083 -4.61104
C34 0.01068 -1.82646 -3.59967
C35 -2.88948 0.45363 -2.47169
C36 -3.02896 1.34269 -3.53574
C37 -4.13300 2.17769 -3.59868
C38 -5.10901 2.11777 -2.61239
C39 -4.98176 1.21542 -1.56633
C40 -3.87269 0.38507 -1.49426
H28 -3.22446 -1.20055 -4.39334
H29 -2.68240 -2.79053 -6.18694
H30 -0.41477 -3.76462 -6.34077
H31 1.30214 -3.15475 -4.66404
H32 0.75783 -1.58144 -2.85946
H33 -2.26859 1.38785 -4.30637
H34 -4.23199 2.87475 -4.42048
H35 -5.97333 2.76673 -2.66651
H36 -5.75243 1.14888 -0.80877
H37 -3.78594 -0.33808 -0.69575
N5 6.36479 -0.11402 2.25784
C41 5.41509 0.57260 1.38893
C42 4.07025 -0.14254 1.39214
O2 4.09532 -1.35507 1.93559
O3 3.07148 0.34006 0.91908
H38 7.30570 -0.09529 1.89206
H39 5.02141 -1.47565 2.25069
H40 6.38638 0.28931 3.18537
H41 5.76878 0.53696 0.35714
H42 5.23771 1.62158 1.62903

Löwdin population analysis, charges in e, atoms 1 to 4: 1.566 -0.155 0.432 -0.156